97
Properties=species:S:1:pos:R:3 method="wB97M-V/def2-TZVPD" spin_multiplicity=6 total_energy_ev=-123324.495 total_charge=+3 s_squared=8.7699
Fe -0.8834 0.4871 -0.1497
S 1.4096 0.6306 0.8384
P -1.0761 -0.3761 2.1973
P 0.6178 1.4264 -1.9074
O 0.9504 -0.6865 0.2212
O -4.1081 6.5858 0.4471
O -5.4145 2.5720 -4.4595
N -2.6777 0.6759 -1.0675
N -1.4059 2.4873 0.4294
C 0.5300 -2.0381 -4.0131
C -2.2664 -2.4572 0.8978
C -1.1763 4.6232 1.4605
C -2.8965 6.4351 1.1391
C -3.1844 -0.2546 -1.8910
C -3.8292 1.6878 4.3437
C -1.8820 4.0397 -3.7172
C -3.2684 -0.9857 3.8020
C -4.3287 -0.6510 4.6306
C 0.8077 -1.6211 -5.3078
C -0.0871 2.9612 -2.5235
C -2.3763 5.0500 0.8981
C 4.6105 2.3055 -1.8645
C -1.4022 -4.6929 0.7465
C 5.0342 1.7645 -0.6609
C -2.7707 1.3641 3.5139
C 1.6430 0.3469 2.5732
C 2.3287 1.7333 -1.3444
C 0.9733 0.6580 -4.5606
C -1.1858 -2.1064 1.7216
C 0.4455 -0.1056 3.1694
C 0.3596 4.2010 -2.0680
C -4.2773 -0.0066 -2.6923
C -2.4866 0.0239 3.2372
C -1.4334 5.2740 -3.2634
C -4.6101 0.6805 4.8991
C -5.9977 1.6394 -3.5655
C -4.3608 2.1952 -1.7617
C -3.0763 4.1535 0.0987
C -0.3121 5.3538 -2.4462
C -1.2108 2.8839 -3.3513
C 2.7729 1.2369 -0.1094
C -3.2503 1.8975 -0.9986
C -0.2124 -3.0489 2.0416
C 2.7728 0.6015 3.3286
C 3.2665 2.2668 -2.2169
C 2.7318 0.3662 4.6995
C -0.7319 3.3470 1.1987
C 1.0303 -0.2764 -5.5810
C -4.8790 1.2458 -2.6373
C -2.5690 2.8853 -0.1193
C 1.5760 -0.1066 5.2988
C 0.6961 0.2407 -3.2567
C 0.4333 -0.3340 4.5376
C 0.4752 -1.1096 -2.9850
C -2.3708 -3.7519 0.4155
C -0.3321 -4.3431 1.5604
C 4.1163 1.2160 0.2259
H 5.3311 2.7346 -2.5473
H 0.6296 -2.7816 2.6670
H 0.3701 -3.0869 -3.8027
H 0.0512 6.3189 -2.1181
H 6.0856 1.7570 -0.4087
H 3.6765 0.9934 2.8910
H -6.3897 0.7612 -4.0830
H -4.9303 -1.4330 5.0733
H 3.6139 0.5591 5.2944
H -4.4719 7.4631 0.6064
H 1.5534 -0.2871 6.3648
H 0.4094 -5.0843 1.8254
H 0.1986 2.9928 1.6251
H 4.4688 0.7602 1.1375
H -4.0089 4.4728 -0.3389
H -3.0491 -1.7332 0.6829
H -3.0178 6.5770 2.2200
H -3.0480 -2.0266 3.6065
H -0.5878 5.2739 2.0946
H 1.1267 1.7066 -4.7841
H -3.2137 -4.0353 -0.2003
H 2.9547 2.6447 -3.1827
H -4.8061 3.1789 -1.7283
H -0.4754 -0.6774 5.0168
H -1.9485 6.1772 -3.5624
H -2.6804 -1.2153 -1.9079
H -1.5533 1.9237 -3.7224
H -1.4862 -5.7059 0.3767
H 0.3119 -1.4519 -1.9660
H -6.8097 2.0941 -2.9882
H -2.1550 2.1523 3.1007
H -6.0657 2.8298 -5.1223
H 1.2468 0.0431 -6.5913
H -4.6421 -0.7748 -3.3601
H -2.1372 7.1508 0.7995
H -2.7498 3.9763 -4.3614
H 0.8567 -2.3467 -6.1084
H 1.2383 4.2725 -1.4375
H -5.4350 0.9356 5.5505
H -4.0459 2.7238 4.5661

---

107
Properties=species:S:1:pos:R:3 method="wB97M-V/def2-TZVPD" de_lowest_ev=0.838 total_energy_ev=-172753.550 total_charge=-1
K 1.0272 -0.7377 -1.0032
Cl 1.2617 -5.5720 -2.1223
Cl 3.7540 -0.2321 -1.3121
Cl 6.1482 4.3031 -3.1211
Cl 2.0353 -3.4828 -0.2299
S 3.3991 2.6825 -2.5338
S -0.5295 3.7537 1.4224
P -0.8947 0.0955 -3.3204
P -2.2593 -1.0666 -0.8431
O 0.2514 -2.4052 -2.3369
O -0.1415 0.7803 -2.2307
O -1.4840 -3.6753 -1.6704
O -0.9938 -1.2542 -0.0612
N 1.8939 3.1417 0.3838
N 1.4515 -1.4037 6.4920
N 1.9010 3.4465 2.5415
N -0.5800 -0.5081 6.2741
N 1.4683 0.0730 1.6053
C -3.6967 2.8233 -0.6202
C 5.1662 0.7402 -1.6329
C -5.8475 -2.9818 -0.4713
C 6.3928 0.2025 -1.2933
C -3.9698 2.9295 0.7315
C -3.2088 1.6320 -1.1438
C -0.5035 -0.9395 7.5817
C -5.6110 -3.8311 0.6009
C -2.2523 -0.9519 -2.6785
C 1.1213 3.4339 1.4328
C -2.5769 0.9733 -5.4021
C -4.8339 -2.1587 -0.9383
C -0.0452 0.1082 3.4505
C 0.2822 0.3711 2.1280
C -1.9362 3.6448 -4.9979
C -2.9855 0.5330 -0.3253
C 6.1780 2.7068 -2.4177
C 0.3054 -1.9997 9.9745
C -0.9749 -1.4364 9.8393
C 4.9577 2.0236 -2.1947
C -4.3588 -3.8604 1.1998
C 0.6164 -0.8173 5.6807
C -1.4030 -0.8960 8.6426
C 1.1895 -2.0362 8.9153
C -1.7031 1.3319 -4.3782
C 3.2583 2.9823 2.2832
C 3.2426 2.7292 0.7601
C -3.5807 -2.1868 -0.3389
C 1.8536 -1.7764 -6.4416
C 2.3669 -0.5163 2.3966
C 0.6573 -4.3300 -0.9837
C -3.3417 -3.0440 0.7279
C 0.7744 -1.4961 7.6986
C 7.4233 2.1942 -2.1026
C 0.8938 -0.5024 4.2674
C 7.5446 0.9359 -1.5309
C -3.7552 1.8371 1.5632
C 1.3539 -0.1027 -4.7902
C 0.6431 -2.4079 -6.1767
C 2.2113 -0.6322 -5.7461
C -2.8140 3.2852 -6.0095
C 0.1431 -0.7374 -4.5282
C -1.3813 2.6695 -4.1786
C 2.1331 -0.8238 3.7249
C -3.1358 1.9477 -6.2128
C -0.2862 -3.3582 -1.7434
C -0.2097 -1.8935 -5.2152
C -3.2685 0.6538 1.0387
H -3.0961 -0.1922 1.6959
H 3.1609 -0.1451 -5.9257
H -5.0312 -1.4869 -1.7658
H -4.1701 -4.5309 2.0286
H -6.4034 -4.4711 0.9682
H 0.3766 -3.3163 -6.7017
H 1.5065 2.9178 -0.5200
H -3.2002 -0.4811 -2.9493
H -3.2482 4.0465 -6.6454
H -2.3520 -3.0696 1.1665
H 2.1771 -2.4668 9.0128
H 1.6629 0.7722 -4.2252
H -1.6403 -1.4257 10.6928
H 3.3209 -0.7528 1.9352
H -3.9580 1.9160 2.6240
H 0.1176 -4.8556 -0.2066
H 3.3991 1.6803 0.5148
H -3.8139 1.6663 -7.0085
H -1.1293 -2.4153 -4.9799
H 2.5269 -2.1928 -7.1808
H 6.4360 -0.7860 -0.8561
H 0.5990 -2.4125 10.9308
H -2.8135 -0.0714 -5.5765
H -4.3269 3.8647 1.1432
H -1.0284 0.3958 3.8007
H -0.6986 2.9320 -3.3791
H -2.3886 -0.4610 8.5408
H -1.3617 -0.0598 5.8328
H -2.2075 -1.9631 -3.0779
H 3.4795 2.0727 2.8445
H 8.5168 0.5360 -1.2763
H 3.9842 3.3201 0.2252
H -3.8407 3.6731 -1.2749
H 3.9875 3.7453 2.5598
H 8.2997 2.7936 -2.3096
H 1.4604 3.4374 3.4429
H -0.4326 0.8554 1.4757
H -6.8216 -2.9586 -0.9430
H 2.8852 -1.3023 4.3359
H -1.6771 4.6844 -4.8452
H -2.9948 1.5961 -2.2027